Record 1
Computed, not measured: C31H30InN2O3Si as an isolated structure at a distorted geometry, with ωB97M-V/def2-TZVPD.

Results
**Lowest unoccupied orbital energy**: -3.4814 eV
**Net charge**: +1
**Highest occupied orbital energy**: -11.09 eV

```
68
Properties=species:S:1:pos:R:3:forces:R:3
H 0.4347 -2.4637 -2.0942 -0.034 0.124 0.052
In -0.3619 -0.6631 -0.0293 0.162 -0.665 -0.801
H 4.7528 -0.4968 1.5336 -0.008 0.029 -0.019
H -2.8687 4.9779 1.3089 0.000 -0.007 0.002
C -1.4400 -2.3658 2.7967 0.026 0.010 0.150
C 1.8857 -5.4466 0.6401 -0.154 -0.110 -0.055
C 1.9557 -2.6998 0.1541 0.083 -0.005 0.121
H -1.0916 4.6690 -3.2810 0.017 -0.003 0.012
H -3.8836 -0.8578 1.3669 0.007 0.029 -0.049
H 0.4337 1.9998 -6.2564 -0.006 -0.002 -0.018
C 0.8858 -4.8436 -0.1555 0.233 -0.018 -0.019
C -2.3375 5.7620 -1.9329 0.011 -0.023 -0.007
C -0.8479 1.2505 -1.6132 -0.239 0.085 0.117
C 4.0133 -2.4931 1.3915 0.075 -0.130 0.070
C 2.9251 -4.7170 1.1276 0.112 0.139 0.043
C -2.8414 5.8557 -0.6489 -0.003 0.008 0.004
C 0.1337 2.2342 -4.1511 0.022 -0.019 -0.011
C 2.9821 -3.3198 0.8967 -0.147 -0.016 -0.097
H 0.9024 -4.6504 3.7416 -0.015 0.014 -0.004
C 0.9438 -3.5095 -0.4298 -0.053 0.170 0.036
C -0.0746 -4.2299 3.5372 0.025 -0.035 0.015
H -3.2992 0.7903 1.1363 -0.004 0.017 -0.006
C -2.4817 4.9066 0.3006 -0.038 0.029 0.028
C -1.2183 -4.9867 3.7592 -0.008 -0.022 0.018
C -0.1884 -2.9347 3.0628 -0.001 0.065 -0.082
H 0.0986 -5.4555 -0.5768 -0.028 0.019 -0.020
H -3.3608 -5.0274 3.6855 -0.006 -0.005 0.008
H -0.4068 1.5341 2.7720 -0.020 -0.011 -0.008
C 0.7773 2.4856 -5.3533 0.015 -0.007 0.015
C -1.6302 3.8729 -0.0379 0.048 0.016 -0.012
C -1.4746 4.7249 -2.2707 -0.095 0.004 -0.083
C 2.8648 -0.6053 0.5026 -0.078 0.225 -0.005
C 3.9729 -1.1502 1.1710 0.038 0.147 -0.023
C -0.5990 0.5840 3.2739 0.037 -0.068 -0.057
C -1.1163 3.7706 -1.3299 0.025 0.012 0.022
O -0.1097 0.2174 -1.9233 0.242 0.211 0.286
H 2.7669 0.4683 0.3871 -0.012 0.009 0.013
C 1.6303 3.7382 -3.0385 0.027 0.051 0.009
C 1.8609 3.3503 -5.3969 0.001 0.004 -0.039
H -1.3536 3.1449 0.7111 0.040 -0.048 0.016
O 0.7775 2.4694 -0.5756 -0.109 -0.006 0.019
H 0.3601 0.1431 3.5549 0.011 0.040 -0.009
Si -1.5665 -0.6007 2.1978 -0.120 0.052 0.263
H 2.3651 3.5427 -6.3341 0.004 -0.001 -0.009
H -1.1340 -5.9968 4.1375 0.001 -0.013 0.000
H -2.6077 6.4966 -2.6794 -0.001 0.005 -0.008
H -3.5088 6.6643 -0.3832 -0.009 0.011 0.005
C -3.3068 -0.0537 1.8268 0.047 -0.054 0.002
O -1.9233 1.1013 -1.0362 -0.063 0.112 -0.023
H 3.7106 -5.1883 1.7033 0.021 0.011 0.000
N 1.8827 -1.3305 0.0153 0.039 -0.641 0.100
H 4.8293 -2.9366 1.9485 -0.005 -0.020 0.001
H -3.5607 -2.7329 2.8433 -0.019 0.012 0.017
H -3.8239 0.2510 2.7390 0.039 -0.020 0.043
H -1.1456 0.7942 4.1955 -0.043 -0.040 -0.002
C -2.5757 -3.1420 3.0323 -0.015 -0.002 -0.077
N -0.0061 -2.8309 -1.2525 -0.141 0.431 0.138
C 0.5610 2.8505 -2.9821 -0.025 0.018 0.001
C 2.2863 3.9785 -4.2368 -0.009 0.001 0.017
H 1.8310 -6.5094 0.8318 -0.007 -0.001 0.006
H 0.7182 -2.3583 2.8958 0.001 0.026 0.025
H 3.1162 4.6715 -4.2655 0.007 0.006 -0.001
H 1.9389 4.2888 -2.1550 -0.018 -0.016 0.011
H -0.7064 1.5512 -4.1329 -0.015 -0.003 0.011
H -0.7621 -3.4351 -1.5504 -0.080 -0.033 0.121
H 1.6504 2.6992 -0.9117 0.014 -0.029 -0.026
C -2.4681 -4.4429 3.5076 0.017 0.016 -0.023
C -0.1664 2.6355 -1.6715 0.179 -0.085 -0.222
```
Positions in Å, forces in eV/Å.



Record 2
Computed, not measured: C31H31AsN8O10SY as an isolated structure, with ωB97M-V/def2-TZVPD.

Results
**Lowest unoccupied orbital energy**: 1.9949 eV
**Net charge**: -1
**Highest occupied orbital energy**: -6.07 eV

```
83
Properties=species:S:1:pos:R:3:forces:R:3
H -3.4813 -3.1035 2.0525 0.367 0.367 0.183
C -2.2768 -2.9193 5.9230 -0.002 -0.007 -0.030
C -4.9677 -1.9470 -0.2775 0.130 0.242 0.076
C -0.2863 -1.8879 5.0588 0.033 0.036 0.026
C 4.7317 0.3345 -1.2877 0.020 0.158 -0.066
H -3.7640 -3.4813 4.4736 -0.056 -0.012 -0.036
C 0.0918 4.6822 0.5754 0.003 -0.014 0.015
H 3.9769 2.4569 1.7547 -0.028 0.012 0.024
As 1.2612 0.9136 -3.2498 -0.081 0.408 0.089
O -3.7213 1.4547 1.9817 -0.003 0.112 -0.209
O 1.3012 1.3114 -1.6124 0.178 -0.280 -0.133
N 3.9202 -0.1556 -0.3588 0.005 -0.016 0.099
N -1.4087 2.4087 -1.3140 0.040 -0.193 -0.179
H -0.3590 -0.7325 -3.5739 -0.020 -0.071 0.004
C 3.3909 -0.3851 -4.6200 0.115 -0.105 0.059
H 0.6943 2.1274 2.0330 0.106 -0.078 -0.076
H 0.6850 -1.4329 5.1919 0.009 0.005 0.002
N -0.6423 -1.6515 1.3575 0.067 0.038 -0.270
C -0.0635 -1.4779 2.5863 -0.314 -0.127 0.362
O -1.7210 0.8400 1.1850 0.094 0.342 -0.082
H -2.8341 3.9671 -1.1866 0.050 -0.012 0.035
H 5.9135 1.9607 -2.0385 0.017 -0.001 -0.024
C -1.7980 -2.2495 1.2728 0.070 -0.164 -0.206
N 0.4375 2.2532 1.0594 -0.092 0.076 -0.202
H -0.4098 4.6881 1.5494 0.008 0.015 0.011
H -2.3158 3.3093 0.3536 -0.001 0.023 -0.002
Y -0.2426 0.1638 -0.4592 -0.161 0.191 0.499
H -5.1362 -0.6673 1.4532 -0.010 0.034 0.023
H 1.9587 3.6893 1.0251 -0.034 0.022 0.017
N 1.6619 -0.4321 1.5763 -0.465 -0.210 0.140
S 0.2729 -2.8101 -2.1283 -0.245 0.204 -0.032
N 1.0745 -0.8932 2.7697 0.239 0.216 -0.379
H -0.5750 2.3345 1.0959 0.033 0.034 0.113
C 2.4721 -0.5146 -3.5872 0.231 -0.097 -0.095
C -3.3008 -1.1711 -1.8240 -0.111 -0.331 0.172
H 3.1919 0.1181 2.8033 -0.027 0.009 -0.112
C 3.6510 0.6205 0.6878 0.014 -0.075 0.357
H 5.4214 3.3980 -0.0483 0.004 0.011 -0.016
O -5.2432 -3.4676 1.4564 0.437 0.256 0.014
C -4.6656 -0.8303 0.4949 0.108 -0.122 -0.041
O -0.3742 0.1776 -3.2088 0.044 0.084 0.141
H 4.9579 -0.3259 -2.1163 -0.006 0.003 -0.062
H 1.2934 3.2810 -0.5417 0.044 0.008 0.035
H -2.8547 -3.2744 6.7657 -0.007 -0.005 0.028
H 0.6868 5.5985 0.5258 0.009 0.015 -0.019
C 5.0050 2.4028 -0.1359 0.006 0.004 0.015
C 2.5411 -1.6051 -2.7280 0.051 -0.059 0.168
N -2.8323 -0.2788 -0.9474 -0.143 0.346 -0.241
H -1.5237 5.6706 -0.4182 0.012 -0.020 0.009
C -3.5820 -0.0512 0.1398 -0.156 -0.182 0.223
C 5.2798 1.6096 -1.2364 -0.010 -0.056 -0.019
O 1.4159 2.1113 -4.3417 -0.100 -0.134 0.098
C 4.1966 1.8884 0.8611 0.015 -0.013 -0.114
C -1.0179 -2.3465 6.1312 -0.065 -0.027 -0.040
H -0.4350 4.8340 -1.5019 0.004 0.014 -0.033
H 3.3252 0.4793 -5.2698 0.006 -0.011 -0.005
O -6.6757 -3.6081 -0.2672 -0.339 0.034 -0.359
C -2.0422 -2.5750 3.5710 -0.175 -0.121 0.041
C 3.5302 -2.5619 -2.8754 0.236 0.061 -0.304
H -0.8523 2.7021 -2.1149 -0.037 -0.002 0.062
C -2.7936 -3.0397 4.6516 0.112 0.046 0.115
C -3.0034 0.8716 1.1838 0.026 -0.249 0.345
H 5.0979 -1.2594 -5.5876 -0.005 0.008 -0.001
N -2.5253 -2.7040 2.2793 -0.679 -0.372 -0.067
C -0.9517 4.7462 -0.5399 -0.052 0.025 -0.012
C -5.7409 -3.1072 0.3443 0.221 -0.334 0.322
O 0.0624 -2.5325 -3.5551 -0.012 -0.068 -0.021
C 2.8082 0.0677 1.7788 0.148 0.032 -0.082
C 4.4482 -2.4244 -3.9103 -0.054 -0.197 0.184
H 5.2254 -3.1692 -4.0322 0.000 0.006 -0.009
C 4.3790 -1.3506 -4.7835 -0.046 0.219 -0.147
C -1.9586 3.6001 -0.6384 -0.063 0.021 0.002
H -0.6218 -2.2602 7.1332 0.005 0.000 0.040
O 1.6252 -1.7389 -1.7314 -0.378 0.073 0.060
C -4.3512 -2.0299 -1.5235 0.055 -0.013 -0.014
C 1.0255 3.4774 0.4989 0.103 0.024 -0.017
H 3.5752 -3.3877 -2.1796 -0.009 -0.016 0.022
H -2.2168 -2.4159 0.2914 -0.008 0.042 -0.102
H -4.6198 -2.8260 -2.2043 0.016 -0.018 -0.032
C -0.7900 -1.9916 3.7610 0.084 0.081 -0.063
H -2.7283 -1.2933 -2.7331 -0.025 0.010 -0.054
H -2.1762 1.8585 -1.6929 0.017 0.036 -0.010
O -0.7069 -2.0408 -1.3067 0.422 -0.191 -0.215
```
Positions in Å, forces in eV/Å.



Record 3
Computed, not measured: C31H31AuF4N3OP as an isolated structure at a distorted geometry, with ωB97M-V/def2-TZVPD.

Results
**Lowest unoccupied orbital energy**: -9.5965 eV
**Net charge**: +2
**ΔE to the lowest compared entry with this formula, charge and spin**: 32.51 kcal per mole
**Highest occupied orbital energy**: -13.62 eV

```
72
Properties=species:S:1:pos:R:3:forces:R:3
C -3.8982 1.4578 0.5812 0.251 -0.052 0.146
H 2.3147 -0.0198 -2.4079 -0.037 -0.009 0.052
H -0.1172 -3.2381 1.3665 -0.202 0.229 -0.053
C -1.5000 1.8379 4.2878 0.112 -0.012 0.116
C -0.4057 3.7425 3.2967 0.032 -0.008 0.160
C -0.3609 -0.0464 -3.0692 0.073 -0.327 -0.119
H 1.9373 -5.0130 -2.7448 0.044 -0.133 -0.056
Au 0.5376 -0.4718 0.0645 -0.264 -0.841 -0.037
O -0.6732 -3.2155 0.5732 -0.343 -0.440 -0.283
C 0.3470 3.8662 -2.0508 0.031 0.053 -0.045
H 3.0537 -1.4646 -3.0873 0.048 0.136 0.072
H -0.0728 3.6598 1.1890 -0.030 0.027 0.012
C 1.2725 -3.1712 -1.8694 0.171 -0.667 -0.610
H -5.9780 1.9537 0.6697 -0.019 0.046 0.008
H -1.9554 0.2215 2.9574 -0.126 -0.062 0.044
H 0.2641 -3.5304 -1.6602 0.086 0.065 0.094
C -2.0035 3.8490 -2.5656 0.021 0.067 -0.152
H -6.7141 -0.3153 0.0235 -0.112 -0.054 -0.006
C -1.1328 2.3335 -0.9289 0.222 -0.231 0.001
H -1.0052 0.1440 -3.9216 -0.089 0.089 -0.129
H -2.9055 -2.9253 -0.3153 0.096 -0.095 0.069
H -1.9138 1.3462 5.1551 -0.003 -0.059 0.066
H 0.0325 4.7250 3.3937 0.020 0.047 0.019
C 0.2868 -1.4125 -3.2173 -0.143 0.334 -0.391
C -0.9264 3.0979 4.4115 0.028 -0.007 -0.133
C 2.4838 -1.0834 -2.2280 0.238 0.135 -0.208
C -2.9420 0.4691 0.3476 0.068 -0.403 -0.118
F 6.4748 -1.8953 2.9876 -0.143 0.034 -0.061
C 5.1707 -1.7088 2.8839 0.013 0.103 -0.434
P -1.2258 1.0413 0.3311 0.452 0.924 0.119
F 1.1118 -1.1927 2.5298 1.036 -0.241 0.293
N -1.3256 -1.9968 0.5859 0.359 0.474 0.391
C 4.6190 -1.5581 1.6178 0.692 -0.278 -0.143
C 4.3897 -1.6634 4.0300 -0.412 0.100 -0.475
C 0.1494 2.8436 -1.1465 -0.124 -0.048 0.106
H 1.3339 4.2769 -2.1965 0.102 0.015 -0.062
H 2.8466 -3.6143 -3.3110 0.128 -0.059 -0.064
H -0.9754 -0.0284 -2.1688 -0.043 0.015 -0.067
H -3.2011 2.4046 -1.5452 -0.014 0.020 -0.008
C -1.5346 1.2127 3.0572 0.078 0.130 -0.191
C -2.2108 2.8178 -1.6646 0.109 -0.032 0.160
C -0.7326 4.3666 -2.7661 -0.015 -0.051 0.021
H 0.8305 -1.4445 -4.1711 -0.117 -0.156 -0.013
H 1.2131 -3.9122 -3.9107 -0.022 -0.030 -0.120
C -0.4558 3.1380 2.0543 -0.137 -0.119 -0.129
C 1.8566 -3.9706 -3.0379 -0.122 0.094 0.346
H -0.8792 3.5775 5.3767 -0.053 0.050 0.090
C 3.2167 -1.3567 1.4138 0.269 -0.399 0.288
C 2.4553 -1.3416 2.6185 -0.926 0.134 0.379
H -3.5712 2.4532 0.8542 -0.051 0.045 -0.023
C 3.3530 -1.2644 -0.9842 0.185 -0.412 -0.958
H 0.9810 2.4253 -0.5893 0.103 0.084 -0.048
C -4.7285 -1.0962 -0.0683 0.302 -0.080 -0.009
C 3.0195 -1.4783 3.8707 -0.133 0.047 0.012
C -5.2507 1.1774 0.4828 -0.027 -0.119 -0.050
H 4.1371 -0.4961 -1.0163 -0.058 -0.112 0.225
C -2.4855 -1.9914 0.0570 0.424 -1.018 -0.036
H -5.0608 -2.0961 -0.3043 -0.007 -0.123 -0.002
N 1.1935 -1.7403 -2.1268 -0.362 0.412 1.096
C -3.3576 -0.8436 0.0683 -0.475 0.856 -0.029
F 2.2331 -1.4444 4.9384 0.047 0.006 -0.181
C -5.6634 -0.0983 0.1278 0.027 0.173 0.037
H -0.4954 -2.1748 -3.2401 0.120 -0.007 -0.076
H 3.8843 -2.2250 -1.0375 -0.113 0.099 0.043
H 1.8686 -3.3343 -0.9730 -0.043 -0.071 0.075
N 2.6016 -1.2050 0.2367 -0.908 1.697 0.418
H 4.8273 -1.7716 5.0110 0.039 -0.044 0.082
H 0.3746 0.7530 -3.0175 -0.015 0.111 0.044
H -0.5759 5.1477 -3.4933 -0.021 0.130 -0.024
C -1.0404 1.8762 1.9282 0.043 -0.220 -0.040
H -2.8400 4.2517 -3.1177 -0.040 -0.029 -0.070
F 5.4458 -1.6176 0.5710 -0.323 0.068 0.570
```
Positions in Å, forces in eV/Å.



Record 4
Computed, not measured: C31H31B2F4N10O4Tl as an isolated structure at a distorted geometry, with ωB97M-V/def2-TZVPD.

Results
**Lowest unoccupied orbital energy**: -8.2864 eV
**Net charge**: +2
**ΔE to the lowest compared entry with this formula, charge and spin**: 0.00 kcal per mole
**Highest occupied orbital energy**: -13.54 eV

```
83
Properties=species:S:1:pos:R:3:forces:R:3
C 1.6168 2.0506 0.5619 -0.065 0.268 0.122
O -1.1946 0.0737 3.8658 -0.123 0.045 -0.076
C 0.1189 -3.3350 0.8332 -0.166 -0.074 0.149
F -2.4676 0.6626 1.9532 -0.183 0.073 -0.368
N -0.9761 1.7350 -1.7827 0.013 -0.111 -0.416
H -1.4897 2.5133 1.9120 0.073 0.005 -0.054
N 2.3172 6.6538 1.8526 -0.067 -0.232 -0.043
H 3.1722 3.5280 0.5498 -0.045 0.025 0.001
H -4.1621 2.3769 -1.4320 -0.075 -0.013 0.017
N -1.8908 3.7364 -2.0558 -0.052 0.067 -0.031
H 0.2793 0.6866 5.4752 -0.012 0.011 0.001
Tl -0.6724 -0.0615 0.2836 0.020 -0.073 0.570
C -2.0423 2.4682 -1.6019 0.097 0.135 0.042
H 3.8061 0.0876 3.9324 -0.040 -0.017 0.004
H -0.3620 5.8852 -3.2598 0.056 -0.051 0.012
H 0.4421 -5.3570 1.4441 -0.009 0.036 0.013
N 0.1136 -2.6101 -0.2152 0.093 -0.098 0.124
O -2.4590 -1.5865 2.6058 -0.285 0.140 -0.114
C -1.1119 -3.8318 3.0558 0.033 -0.005 -0.063
H -1.6402 -3.5672 -5.6004 0.040 0.007 0.040
N 1.9447 -1.2008 1.7332 0.172 0.341 0.311
C -0.4866 2.7363 1.5813 0.141 0.231 0.067
H -3.4452 -1.7089 -4.3172 -0.008 0.037 -0.015
F 2.3849 -1.1098 -0.9599 0.772 0.934 0.337
H -1.6418 -4.7456 2.7717 0.048 0.046 -0.011
H 1.9157 -4.2074 -3.2824 -0.043 0.038 0.003
N -1.5113 -1.8520 1.6924 -0.066 -0.033 -0.341
C 1.9599 3.3782 -3.3887 0.040 -0.019 -0.003
H -4.0017 0.5270 -2.7766 -0.022 0.030 -0.065
H -4.5746 -0.7987 -1.7860 -0.043 -0.065 -0.002
C 3.4796 -0.9149 3.6470 -0.101 0.041 0.058
C 0.2307 -3.9467 -4.5471 -0.094 -0.068 -0.222
C 0.3095 1.8125 0.9317 -0.260 -0.727 -0.394
H 1.2506 -1.7933 -2.8086 -0.063 0.063 0.008
N -2.6686 -1.7048 -3.6714 0.023 -0.048 0.020
C -0.7590 -2.1122 -2.6332 0.013 -0.006 0.263
C 1.2113 0.2839 5.0953 0.062 -0.095 -0.051
C -1.4827 -2.4208 -3.7998 0.013 0.007 -0.090
O 1.0473 -3.0295 -1.1715 -0.675 -0.650 -0.322
C 2.1606 -0.8256 2.9424 -0.077 0.080 0.148
N -3.2823 0.5394 -0.7972 0.142 0.110 0.364
C -0.0493 2.5743 -2.4113 -0.056 -0.021 0.131
H 1.5629 -0.4838 5.7879 -0.004 0.023 -0.035
C 2.1511 3.3036 0.8324 0.131 -0.049 -0.016
H 4.2402 -1.3722 3.0306 0.044 -0.016 0.019
C -2.6100 -1.0388 -2.5164 0.121 0.033 -0.059
H 2.2225 1.3102 0.0729 0.072 -0.168 -0.136
H -2.5819 4.4679 -2.0242 0.001 0.004 0.027
H 0.5683 -4.6659 -5.2806 -0.054 0.010 -0.002
H -0.1579 -4.1216 3.4969 0.011 -0.024 -0.018
C 0.9984 -0.2755 3.7195 0.234 0.040 0.067
N -0.1330 -0.3443 3.1354 0.263 0.346 0.212
O 3.1276 -1.7802 1.1907 0.089 -0.019 -0.411
C -3.2816 1.9969 -0.9030 0.065 -0.043 -0.096
B -2.4386 -0.1858 3.1240 0.095 -0.031 0.327
H 1.7446 -4.2406 1.8435 -0.054 0.010 -0.017
C 0.6150 -2.6453 -2.4606 0.189 -0.044 0.040
C -0.8860 -2.9498 1.8700 0.103 -0.416 -0.179
C 1.2575 2.3293 -2.8294 0.029 -0.052 -0.015
C 1.3724 4.2723 1.4560 -0.023 0.128 0.011
F -3.5111 0.0226 3.9166 0.062 -0.049 -0.155
H 3.3725 -1.4853 4.5713 -0.022 0.028 -0.021
H 1.7094 1.3496 -2.7170 -0.006 0.026 0.032
H -3.7931 0.2531 0.0252 -0.120 -0.029 0.053
H 1.9612 1.0774 5.0764 -0.017 -0.034 -0.009
C -3.7065 -0.1662 -1.9853 0.198 -0.036 0.079
C 1.0120 -4.5053 1.0745 -0.023 0.030 0.029
C 0.9748 -3.6954 -3.4539 0.042 0.086 0.144
H -0.5201 4.7334 2.3654 0.036 -0.021 -0.048
C 0.0661 3.9844 1.8463 -0.032 -0.012 0.042
H 1.9698 5.4472 -3.9800 -0.018 -0.031 0.013
B 3.2718 -1.7288 -0.1531 -0.488 -0.365 -0.256
C 0.0882 4.9068 -3.1397 -0.079 0.042 -0.013
C 1.9086 5.5925 1.6831 0.028 0.082 0.049
H -3.3164 2.4091 0.1057 0.039 -0.003 0.060
C 1.3839 4.6510 -3.5395 0.006 -0.022 0.003
C -1.0378 -3.3124 -4.7335 0.047 -0.089 -0.099
N -1.4548 -1.2706 -1.8699 -0.055 0.141 0.017
C -0.6075 3.8427 -2.5762 -0.047 -0.036 0.070
F 4.2509 -2.3968 -0.7356 -0.072 0.236 0.171
H 2.9804 3.2234 -3.7175 -0.057 0.008 0.005
H -1.7116 -3.3094 3.7930 0.028 -0.020 0.011
H 1.5479 -4.7890 0.1770 0.021 -0.031 -0.017
```
Positions in Å, forces in eV/Å.



Question: What is the net charge in the fourth record?
Answer: +2